No. 1
Density functional theory data (ωB97M-V/def2-TZVPD) for the ion C3H2NS3 with charge -1 in a non-equilibrium geometry.

```
9
Properties=species:S:1:pos:R:3:lowdin_charge:R:1
C -0.975 -0.014 0.255 -0.3183
C 0.074 0.956 -0.012 -0.9369
C 1.195 0.861 -0.895 -0.5407
N -1.326 -0.782 -0.689 0.1429
S -0.163 2.520 0.524 0.5852
S 2.380 -2.001 0.681 -0.2476
S 2.287 -0.399 -0.651 0.2307
H -1.383 0.150 1.226 0.0865
H -2.089 -1.292 -0.439 -0.0018
```

Computed properties:
Energy relative to the best compared isomer or geometry (same formula, charge and spin), kJ/mol: 283.8
Largest force on an atom, eV Å⁻¹: 3.62
Highest occupied orbital energy (alpha / beta), hartree: -0.144 / -0.144
Energy, eV: -37137.6033
Charge: -1
Orbital gap (alpha / beta), eV: 6.41 / 6.41

---

No. 2
Density functional theory data (ωB97M-V/def2-TZVPD) for an isolated molecule of C3H2O in a non-equilibrium geometry.

```
6
Properties=species:S:1:pos:R:3:lowdin_charge:R:1
C 1.341 0.139 0.085 0.1364
C 0.344 0.744 -0.247 -0.0405
C -0.955 0.075 -0.128 -0.3398
O -2.026 0.405 -0.541 0.0692
H 2.116 -0.499 0.422 0.0544
H -0.790 -0.878 0.409 0.1202
```

Computed properties:
Energy relative to the best compared isomer or geometry (same formula, charge and spin), kJ/mol: 112.9
Largest force on an atom, eV Å⁻¹: 1.30
SMILES string: C#CC=O
Highest occupied orbital energy, hartree: -0.382
Energy, eV: -5187.0210
Orbital gap, eV: 10.36

---

No. 3
Density functional theory data (ωB97M-V/def2-TZVPD) for a cluster of 2 separate species, C3H2O in total in a non-equilibrium geometry.

```
6
Properties=species:S:1:pos:R:3:lowdin_charge:R:1
O -1.772 0.917 -1.004 0.1107
C -1.844 0.090 -0.236 -0.0290
C 0.362 -0.391 0.390 -0.0920
C 1.530 -0.086 0.208 -0.0047
H -0.860 -0.670 0.551 -0.0050
H 2.585 0.140 0.090 0.0200
```

Computed properties:
Energy relative to the best compared isomer or geometry (same formula, charge and spin), kJ/mol: 156.0
Largest force on an atom, eV Å⁻¹: 4.50
Highest occupied orbital energy, hartree: -0.381
Energy, eV: -5186.5740
Orbital gap, eV: 11.06

---

No. 4
Density functional theory data (ωB97M-V/def2-TZVPD) for an isolated molecule of C3H2O2 in a non-equilibrium geometry.

```
7
Properties=species:S:1:pos:R:3:lowdin_charge:R:1
C 1.914 0.124 0.261 0.1497
C 0.744 -0.041 -0.016 -0.0103
C -0.679 -0.096 -0.362 -0.5441
O -1.108 -0.507 -1.435 0.0925
O -1.464 0.241 0.668 0.1106
H 2.956 0.200 0.589 0.0554
H -2.364 0.080 0.296 0.1462
```

Computed properties:
Energy relative to the best compared isomer or geometry (same formula, charge and spin), kJ/mol: 49.7
Largest force on an atom, eV Å⁻¹: 2.05
SMILES string: C#CC(=O)O
Highest occupied orbital energy, hartree: -0.399
Energy, eV: -7236.3875
Orbital gap, eV: 11.28

---

No. 5
Density functional theory data (ωB97M-V/def2-TZVPD) for a structure of composition C3H2O2 in a non-equilibrium geometry.

```
7
Properties=species:S:1:pos:R:3:lowdin_charge:R:1
C 0.803 0.946 0.322 -0.4823
O 0.647 0.025 1.145 0.1060
C -0.563 -0.419 -0.565 -0.0930
C -1.316 -1.241 -1.045 -0.0511
O 0.845 2.017 -0.115 0.2418
H 1.544 0.623 1.767 0.2889
H -1.961 -1.951 -1.509 -0.0103
```

Computed properties:
Energy relative to the best compared isomer or geometry (same formula, charge and spin), kJ/mol: 559.6
Largest force on an atom, eV Å⁻¹: 8.27
Highest occupied orbital energy, hartree: -0.342
Energy, eV: -7231.1026
Orbital gap, eV: 8.42

---

No. 6
Density functional theory data (ωB97M-V/def2-TZVPD) for a cluster of 2 separate species, C3H2O2S in total in a non-equilibrium geometry.

```
8
Properties=species:S:1:pos:R:3:lowdin_charge:R:1
C -0.008 0.429 0.208 -0.0701
C 0.140 1.633 -0.265 -0.2860
O 0.182 2.623 -0.822 0.2334
H 0.016 0.266 1.314 0.1079
H -0.500 -0.293 -0.446 0.1058
O 1.804 -0.414 -1.643 0.0768
C 2.104 -0.123 -0.549 -0.8925
S 3.015 -0.031 0.764 0.7245
```

Computed properties:
Energy relative to the best compared isomer or geometry (same formula, charge and spin), kJ/mol: 75.7
Largest force on an atom, eV Å⁻¹: 2.39
SMILES string: C=C=O.O=C=S
Highest occupied orbital energy, hartree: -0.342
Energy, eV: -18072.0927
Orbital gap, eV: 9.81

---

No. 7
Density functional theory data (ωB97M-V/def2-TZVPD) for an isolated molecule of C3H2O2S2 in a non-equilibrium geometry.

```
9
Properties=species:S:1:pos:R:3:lowdin_charge:R:1
O -0.017 2.152 -0.038 0.0672
C -0.835 1.272 -0.278 -0.3039
C -0.619 -0.201 -0.326 -0.7432
S -1.891 -1.177 -0.640 0.8403
C 0.790 -0.644 0.010 -0.9116
O 0.807 -1.076 1.267 0.0241
S 1.997 -0.487 -1.097 0.7571
H -1.970 1.422 -0.481 0.1185
H 1.739 -1.260 1.583 0.1516
```

Computed properties:
Energy relative to the best compared isomer or geometry (same formula, charge and spin), kJ/mol: 153.3
Largest force on an atom, eV Å⁻¹: 2.65
SMILES string: O=CC(=S)C(O)=S
Highest occupied orbital energy, hartree: -0.345
Energy, eV: -28906.9940
Orbital gap, eV: 7.36

---

No. 8
Density functional theory data (ωB97M-V/def2-TZVPD) for a structure of composition C3H2O2V in a non-equilibrium geometry.

```
8
Properties=species:S:1:pos:R:3:mulliken_spin:R:1
H 3.946 1.052 0.791 -0.0021
O -3.225 0.915 -0.619 0.1173
H -3.839 0.477 -1.231 -0.0264
C 2.926 1.345 0.601 0.1669
C 1.893 1.861 0.187 -0.1918
O -1.304 2.003 -0.693 0.1531
C -2.145 1.291 -1.189 0.7808
V 0.464 2.617 -0.858 3.0021
```

Computed properties:
<S²>: 6.02
Energy relative to the best compared isomer or geometry (same formula, charge and spin), kJ/mol: 0.0
Largest force on an atom, eV Å⁻¹: 2.32
Highest occupied orbital energy (alpha / beta), hartree: -0.483 / -0.508
Spin multiplicity: 5
Energy, eV: -32913.0985
Charge: +1
Orbital gap (alpha / beta), eV: 8.01 / 7.11

---

No. 9
Density functional theory data (ωB97M-V/def2-TZVPD) for an isolated molecule of C3H2O3 in a non-equilibrium geometry.

```
8
Properties=species:S:1:pos:R:3:lowdin_charge:R:1
O 2.289 0.771 0.088 0.1460
C 1.128 0.824 0.199 -0.2016
C -0.094 0.481 -0.134 -0.2289
O -1.383 0.898 -0.197 0.0022
C -0.132 -1.368 0.151 -0.1018
O 0.818 -2.011 0.198 0.1372
H -1.388 1.851 -0.371 0.1183
H -1.238 -1.446 0.067 0.1285
```

Computed properties:
Energy relative to the best compared isomer or geometry (same formula, charge and spin), kJ/mol: 325.9
Largest force on an atom, eV Å⁻¹: 6.00
SMILES string: O=C=C(O)C=O
Highest occupied orbital energy, hartree: -0.309
Energy, eV: -9282.1490
Orbital gap, eV: 8.51

---

No. 10
Density functional theory data (ωB97M-V/def2-TZVPD) for an isolated molecule of C3H2O3.

```
8
Properties=species:S:1:pos:R:3:lowdin_charge:R:1
O -0.324 -0.571 1.927 0.1038
C 0.014 -1.016 0.862 -0.1611
C 0.483 -0.101 -0.270 -0.2933
O 1.526 -0.314 -0.838 0.1336
C -0.383 1.095 -0.668 -0.1586
O -1.547 1.165 -0.375 0.1050
H 0.090 -2.100 0.659 0.1352
H 0.141 1.841 -1.298 0.1355
```

Computed properties:
Energy relative to the best compared isomer or geometry (same formula, charge and spin), kJ/mol: 147.3
Largest force on an atom, eV Å⁻¹: 0.61
SMILES string: O=CC(=O)C=O
Highest occupied orbital energy, hartree: -0.370
Energy, eV: -9284.0000
Orbital gap, eV: 8.80

---

Among the records above, which one has the highest energy?
number 3